(1)
9
Properties=species:S:1:pos:R:3:forces:R:3 method="wB97M-V/def2-TZVPD" relative_energy_ev=4.124 total_energy_ev=-15011.542
Si 0.38410 0.47367 -0.22363 0.7014 0.5314 2.3462
O -1.41347 -1.22698 0.52810 -0.6848 -1.1108 0.5190
O -2.11031 0.85105 0.31620 0.7652 -1.4948 0.2394
N -1.25168 -0.05986 0.28767 -0.8694 2.3265 -1.1104
N 1.20312 -0.91516 -0.63360 -0.3647 -0.7482 -0.4069
H 0.12472 2.00989 2.28691 0.2213 -0.5019 -0.6638
H 0.48792 1.72532 -0.85562 -0.0621 0.8526 -1.0580
H 0.58968 -1.71083 -0.48596 0.2459 -0.2251 0.1030
H 1.98591 -1.14710 -1.22006 0.0472 0.3703 0.0314

---

(2)
16
Properties=species:S:1:pos:R:3:forces:R:3 method="wB97M-V/def2-TZVPD" relative_energy_ev=5.171 total_energy_ev=-19536.342
I 3.27720 -0.17303 -0.18669 0.4639 -0.2180 -0.0778
O -0.89289 0.18271 0.08840 -1.2091 0.3108 -0.8096
O 1.43164 1.99455 -0.20817 0.8301 -1.7513 0.1334
O 0.46252 -1.50781 0.73957 -0.2940 0.8093 -0.3526
C -0.42288 -2.05541 -0.29971 2.6664 -0.3071 -0.2771
C 1.42802 0.64906 0.01009 0.4185 0.4910 -0.8609
C 0.32465 -0.11569 0.70203 0.0325 1.0375 0.6460
C -1.46843 -0.97077 -0.45309 -1.1187 -0.9823 -1.4616
C 0.44441 2.77944 0.05659 -0.9536 2.8610 0.0407
H -1.98673 -0.82014 -1.45858 1.7128 0.0978 0.6420
H 0.20336 0.33087 1.70796 0.3354 -0.5811 0.2501
H -2.32635 -1.32934 0.05231 -0.9994 0.1689 1.5973
H -0.65811 -3.03550 0.16357 -0.5935 0.6388 -0.8103
H -0.42618 2.37799 0.43484 -1.6511 -0.9567 0.6999
H 0.38719 3.89177 -0.13037 1.1936 -1.6377 -0.1747
H 0.22259 -2.19871 -1.21874 -0.8335 0.0190 0.8152

---

(3)
8
Properties=species:S:1:pos:R:3:forces:R:3 method="wB97M-V/def2-TZVPD" s_squared=2.00 total_charge=+1 multiplicity=3 total_energy_ev=-61541.221
Tm -0.27958 -1.42853 -1.75381 2.3808 1.3742 0.6535
S 0.50891 1.13931 -0.25500 2.7263 1.3023 1.5847
S -0.81272 -0.57548 1.56251 -1.9096 2.1973 2.9109
F 1.68886 -1.01846 -2.47229 -3.4569 -0.7920 1.3069
O -1.93067 0.28878 2.02631 1.9925 -1.7811 -1.0635
O 1.58766 2.12424 -0.43703 -2.1695 -1.5405 -0.3293
O -1.18865 -1.13332 0.14622 0.7458 -0.9058 -3.4497
N 0.42619 0.60346 1.18308 -0.3094 0.1456 -1.6136

---

(4)
19
Properties=species:S:1:pos:R:3:forces:R:3 method="wB97M-V/def2-TZVPD" total_charge=-1 relative_energy_ev=1.776 total_energy_ev=-13443.987
O -2.73257 -1.63982 -1.27809 -0.0675 0.1929 -0.0382
O -3.21619 0.35456 -0.34191 0.0330 0.0701 0.2010
N 3.03568 1.77699 -0.23848 0.1849 0.2056 0.3074
N 2.18379 0.29426 1.15536 0.1153 -0.3853 -0.0056
C -2.54264 -1.46949 1.07689 -1.6957 0.8087 0.2175
C -2.88969 -0.84843 -0.31381 0.2044 -0.8895 -0.3100
C 1.46677 0.28166 -0.01624 -1.1714 0.4732 -0.3514
C 3.11037 1.19249 0.97957 0.7656 -0.2629 -0.1242
C 1.95791 1.20821 -0.88566 0.1206 0.3735 0.0357
C 0.33625 -0.67198 -0.25527 1.0598 0.2369 -1.3499
H 4.00494 1.31269 1.57734 -0.3264 0.2384 0.3076
H -3.18741 -0.97428 1.80678 0.2335 0.3308 0.1952
H -0.15907 -0.60174 -1.22899 0.3180 0.6128 -0.0867
H -2.82031 -2.51860 1.18766 0.7023 -0.1650 -0.4538
H 3.69289 2.47634 -0.53024 -0.2207 0.0333 -0.3649
H -0.49920 -0.56048 0.41557 0.7666 -0.3970 0.3432
H 1.55973 1.59236 -1.80708 0.1110 -0.1444 -0.1297
H 0.90368 -1.60241 -0.37602 -0.9592 -0.6057 0.9127
H -1.51688 -1.19724 1.26896 -0.1742 -0.7262 0.6940

---

(5)
8
Properties=species:S:1:pos:R:3:forces:R:3 method="wB97M-V/def2-TZVPD" smiles="O=NCC(=O)Cl" relative_energy_ev=2.784 total_energy_ev=-20210.828
Cl -2.04388 -0.13612 -0.77234 0.3426 0.0110 -0.0235
O -0.73069 -1.79833 0.71670 -0.6213 -0.2329 0.0164
O -0.19956 2.09344 0.09052 0.7685 -2.0004 -0.3800
N 0.50004 1.22602 0.55612 0.0664 2.5251 1.4727
C 0.67377 -0.11182 -0.05050 -1.4076 1.8091 -0.6384
C -0.65254 -0.81503 0.06008 0.7490 -1.2449 0.7452
H 1.53842 -0.47190 0.46336 -0.1486 -1.0692 0.5367
H 0.91444 0.01374 -1.06394 0.2509 0.2021 -1.7291

---

(6)
54
Properties=species:S:1:pos:R:3:forces:R:3 method="wB97M-V/def2-TZVPD" s_squared=2.01 multiplicity=3 total_energy_ev=-34242.427
Pt 0.47842 -0.35452 -0.00107 1.1640 1.5845 -0.3032
P 2.48970 -0.71062 -0.88573 -0.3788 1.0941 -0.0460
N -1.86078 -0.81754 -1.68290 -1.4124 -0.4107 -0.6080
C 2.85437 0.82032 -1.82963 0.6077 -0.4519 0.0335
C -2.84140 -0.68394 -2.80756 -0.2192 0.0163 0.1251
C 0.85229 -1.63404 1.53695 -1.1263 -0.3821 1.8583
C -1.77357 -2.24782 -1.26592 -0.2296 -0.3109 0.1170
C 0.49253 0.79116 3.92865 0.1422 0.1554 0.0626
C 1.57866 2.70053 -2.89188 0.1034 -0.3437 0.2573
C 3.82847 -1.00132 0.27662 0.7849 -0.3933 -0.1734
C -2.07173 1.56573 -0.92593 -0.3475 0.0339 0.3570
C -0.51782 -0.20451 3.35111 0.0870 0.0979 -0.1821
C -0.75539 3.06166 -2.42836 -0.0382 -0.1836 0.0162
C -2.19432 0.09704 -0.52668 -0.2472 0.0714 -0.2528
C 1.58470 1.60692 -2.02488 -0.0023 0.8402 -0.5473
C 0.04849 -0.78328 2.09548 1.4015 -1.2937 -0.4854
C 0.41413 1.23660 -1.34303 -0.4051 -1.3776 0.2273
C -1.83968 0.51142 3.06846 -0.1264 0.0681 0.0681
C -0.74629 -1.34065 4.34773 -0.0868 -0.1639 0.1346
C 0.40945 3.43574 -3.08963 -0.0855 0.1868 -0.0540
C 2.53669 -2.05280 -2.10052 0.3212 -0.3070 0.0440
C -0.77129 1.94584 -1.58099 0.2253 0.7556 -0.5808
H 4.60876 -1.59796 -0.21164 0.1686 0.0811 0.3399
H -2.58897 -1.43329 -3.56798 -0.0845 0.2535 0.2002
H -2.76752 0.32216 -3.23776 -0.0122 -0.2915 0.1724
H -1.50379 -2.03931 3.97260 0.1710 0.0720 0.0570
H -3.84712 -0.86857 -2.41016 0.2356 0.0628 -0.2390
H -3.21361 -0.17055 -0.22491 0.0594 0.0611 -0.0424
H -2.25790 0.90111 4.00414 -0.0067 -0.0180 -0.1318
H -1.67962 3.62376 -2.57640 0.1989 -0.0442 -0.0563
H 2.10139 -1.71115 -3.04728 0.0251 -0.0864 0.3039
H 2.50019 2.96600 -3.41149 -0.2243 0.0277 0.0383
H 0.63021 1.64325 3.25341 0.0231 -0.1609 0.0596
H 1.46476 0.30985 4.08307 -0.1523 0.0724 -0.0448
H -0.99299 -2.37733 -0.50215 -0.1392 0.2747 -0.3151
H 4.24135 -0.04012 0.60603 -0.1471 -0.2654 -0.0049
H 0.41235 4.29444 -3.76041 -0.0283 -0.1850 0.1639
H 1.95350 -2.89614 -1.71180 0.0795 0.1065 -0.1473
H 3.31464 0.53558 -2.78631 -0.0274 0.2899 0.0685
H 1.52513 -2.45244 1.80703 -0.3850 0.2196 -0.1223
H -1.50376 -0.16276 0.32292 -0.5862 0.1009 -0.4766
H 0.14151 1.16881 4.89537 -0.0096 0.0015 -0.0868
H 3.57724 -2.36288 -2.25471 -0.1264 -0.0368 -0.1670
H -0.95372 -0.55203 -2.09924 0.7847 0.1007 0.6399
H -1.69147 1.35099 2.37794 0.0103 -0.1506 0.1006
H -1.09796 -0.93437 5.30310 0.0248 -0.0544 -0.0784
H -2.56534 -0.18157 2.62539 0.0683 0.1077 0.0800
H -2.74534 -2.54734 -0.85878 0.0068 0.1087 -0.1593
H 3.61192 1.37175 -1.24936 -0.2544 0.0098 -0.1955
H 3.42557 -1.54608 1.13772 0.2218 0.1675 -0.1916
H -2.91877 1.84892 -1.57030 0.2109 -0.0337 0.1632
H 0.18253 -1.89256 4.52908 -0.1485 0.0661 -0.0469
H -2.19034 2.15484 0.00092 -0.0559 -0.2434 -0.1656
H -1.52717 -2.84288 -2.15170 -0.0326 0.1007 0.2162

---

(7)
12
Properties=species:S:1:pos:R:3:forces:R:3 method="wB97M-V/def2-TZVPD" relative_energy_ev=2.743 total_energy_ev=-18032.062
S 0.68736 -0.83354 -0.15564 0.0437 -0.7540 0.7986
O -1.91458 -0.92000 0.26142 -2.1320 -1.8951 -0.5473
N -1.68901 0.37457 -0.12918 1.4855 0.5782 -0.5340
N 0.22486 1.80981 -0.01608 -0.7275 -1.7060 -0.0834
C 2.31209 -0.12085 0.18140 -0.5122 1.2169 -0.3723
C -0.29254 0.61353 -0.05402 0.2493 2.9977 -0.1508
H 2.47261 0.24320 1.21710 -0.4356 -0.2985 -0.6301
H -0.48252 2.55407 -0.05807 0.1205 -0.4617 0.1458
H 3.08622 -0.83834 -0.07471 -0.1417 -0.0286 -0.2276
H -2.61400 -1.20945 -0.37175 0.8605 -0.1003 0.7206
H 2.23739 0.73341 -0.51574 1.0443 -0.1702 0.5264
H -2.24906 0.96706 0.45452 0.1451 0.6215 0.3541